{
  "formula": "C23H55NO19P3S2",
  "method": "ωB97M-V/def2-TZVPD",
  "homo_energy_ha": -0.211,
  "total_charge": -1,
  "multiplicity": 1,
  "gap_ev": 7.1,
  "mol_weight_g_mol": 806.7,
  "elements": ["C", "O", "C", "C", "C", "C", "C", "C", "C", "C", "S", "O", "O", "N", "S", "O", "O", "C", "C", "C", "O", "C", "C", "O", "H", "H", "H", "H", "H", "H", "H", "H", "H", "H", "H", "H", "H", "H", "H", "H", "H", "H", "H", "H", "H", "H", "H", "H", "H", "H", "H", "H", "C", "O", "P", "O", "O", "C", "O", "C", "H", "H", "H", "H", "H", "H", "H", "H", "H", "C", "O", "P", "O", "O", "C", "O", "C", "H", "H", "H", "H", "H", "H", "H", "H", "H", "C", "O", "P", "O", "O", "C", "O", "C", "H", "H", "H", "H", "H", "H", "H", "H", "H"],
  "xyz": [[-0.8104, 0.4729, 1.1287], [-1.6919, -0.5943, 0.8891], [-1.4902, -1.2304, -0.3696], [-1.8275, -0.3446, -1.5742], [-0.7295, -0.1777, -2.6447], [0.6942, 0.1015, -2.1410], [1.1571, 1.5474, -2.3660], [2.6694, 1.7160, -2.1747], [3.5574, 0.8448, -3.0689], [3.3053, 1.0279, -4.5722], [2.7645, -0.4508, -5.4369], [3.4098, -0.4610, -6.7296], [3.1510, -1.5878, -4.6250], [1.1671, -0.4300, -5.4772], [0.4367, 0.7209, -6.2920], [-0.3690, 1.5647, -5.4220], [1.2762, 1.5253, -7.1604], [-0.7476, -0.1938, -7.3043], [-0.8987, 0.3733, -8.7135], [-2.0230, 1.3811, -8.8554], [-1.9360, 2.4512, -7.9196], [-1.0098, 3.3864, -8.2208], [-0.6981, 4.3008, -7.0791], [-0.5038, 3.4962, -9.3164], [-0.9918, 1.3387, 0.4841], [0.2436, 0.1881, 1.0644], [-0.9874, 0.8110, 2.1504], [-0.4735, -1.6310, -0.4389], [-2.1494, -2.0963, -0.3552], [-2.6664, -0.8273, -2.0790], [-2.2007, 0.6324, -1.2693], [-1.0288, 0.6645, -3.2670], [-0.7164, -1.0295, -3.3217], [0.8306, -0.1158, -1.0812], [1.3649, -0.5732, -2.6724], [0.7109, 2.1292, -1.5513], [0.8081, 1.9503, -3.3136], [2.9052, 1.5724, -1.1176], [2.9260, 2.7605, -2.3878], [3.4470, -0.1890, -2.7530], [4.5945, 1.1118, -2.8604], [4.2114, 1.3824, -5.0523], [2.5301, 1.7766, -4.7260], [-1.6893, -0.1876, -6.7600], [-0.3807, -1.2159, -7.3180], [-1.1845, -0.4669, -9.3539], [0.0428, 0.7441, -9.1100], [-2.1303, 1.7319, -9.8795], [-2.9511, 0.8605, -8.6151], [0.1188, 3.8879, -6.4942], [-0.4369, 5.2844, -7.4569], [-1.5655, 4.4075, -6.4310], [1.2586, 0.6026, 7.9731], [0.3692, 1.0458, 6.9123], [-0.3905, 0.0188, 5.9291], [-0.3323, 0.5287, 4.5635], [-1.8651, 0.3459, 6.5849], [-2.0357, 0.2970, 7.9897], [-0.5984, -1.5661, 5.9350], [-1.6849, -2.0508, 5.1221], [2.1906, 1.1555, 7.9012], [0.7987, 0.8106, 8.9377], [1.4797, -0.4625, 7.9077], [-1.9896, 1.3065, 8.4038], [-1.2806, -0.3225, 8.4814], [-3.0173, -0.1264, 8.2004], [-1.4576, -1.9111, 4.0671], [-2.6144, -1.5503, 5.3794], [-1.7720, -3.1124, 5.3405], [6.3127, 4.1153, 10.5997], [5.7649, 2.7762, 10.6465], [5.5375, 1.8860, 9.3262], [4.2471, 1.2073, 9.4206], [6.7390, 0.8319, 9.6623], [8.0270, 1.3147, 10.0144], [5.9556, 2.1569, 7.8171], [5.9237, 1.0206, 6.9340], [5.6650, 4.7690, 11.1790], [7.3066, 4.1103, 11.0446], [6.3803, 4.5020, 9.5833], [8.1445, 1.2923, 11.0991], [8.2021, 2.3328, 9.6571], [8.7711, 0.6600, 9.5642], [4.8965, 0.7060, 6.7669], [6.5123, 0.1999, 7.3357], [6.3592, 1.3549, 5.9967], [-6.0477, -6.3522, -1.5380], [-5.7486, -4.9405, -1.4787], [-5.5434, -4.0379, -2.8010], [-4.4060, -3.1490, -2.6074], [-6.9435, -3.2104, -2.6061], [-8.1508, -3.9118, -2.3647], [-5.7667, -4.3819, -4.3425], [-5.8401, -3.2483, -5.2253], [-5.3597, -6.8750, -0.8773], [-7.0684, -6.5177, -1.1944], [-5.9419, -6.7593, -2.5436], [-8.3759, -3.9020, -1.2964], [-8.1079, -4.9486, -2.7099], [-8.9533, -3.4052, -2.8992], [-4.8680, -2.7656, -5.2935], [-6.5923, -2.5400, -4.8874], [-6.1236, -3.6412, -6.1984]],
  "lowdin_charge": [-0.13, -0.19, -0.22, -0.16, -0.19, -0.20, -0.20, -0.22, -0.23, -0.22, 0.50, -0.35, -0.36, -0.32, 0.51, -0.35, -0.33, -0.22, -0.20, -0.19, -0.01, -0.54, 0.02, 0.09, 0.08, 0.09, 0.06, 0.11, 0.11, 0.09, 0.11, 0.08, 0.10, 0.08, 0.09, 0.10, 0.08, 0.10, 0.10, 0.09, 0.10, 0.10, 0.08, 0.10, 0.09, 0.11, 0.11, 0.12, 0.12, 0.08, 0.08, 0.09, -0.08, -0.21, 0.45, -0.21, -0.27, -0.13, -0.24, -0.07, 0.06, 0.08, 0.09, 0.09, 0.08, 0.09, 0.09, 0.09, 0.09, -0.09, -0.20, 0.43, -0.22, -0.26, -0.12, -0.23, -0.07, 0.09, 0.08, 0.09, 0.09, 0.08, 0.09, 0.09, 0.09, 0.09, -0.09, -0.21, 0.43, -0.21, -0.26, -0.12, -0.24, -0.08, 0.09, 0.08, 0.09, 0.09, 0.07, 0.09, 0.09, 0.09, 0.09]
}